Record 1
11
Properties=species:S:1:pos:R:3:forces:R:3 method="wB97M-V/def2-TZVPD" homo_lumo_gap_ev="6.520 / 7.662" e_lumo_ev="-0.10 / -2.67" multiplicity=3 mol_weight_g_mol=90.15 de_lowest_ev=1.4898 homo_energy_ev="-6.62 / -10.33"
C -0.592474 -2.074689 -1.489295 9.194 -1.433 -2.150
C 0.269255 0.911909 1.651356 -2.231 -1.651 -3.338
O 1.595440 1.294328 -1.079190 -1.813 0.557 1.080
O -1.741994 -1.905173 -1.272808 -6.728 0.790 1.180
Si 0.390773 1.647825 -0.155838 1.765 -0.993 0.913
H 0.242215 -1.795761 -0.745572 -1.120 -0.336 -0.763
H -0.098811 -2.637153 -2.423825 -1.330 1.024 1.753
H 0.550679 -0.141546 1.497593 0.173 0.202 0.110
H 0.867046 1.289154 2.379742 2.008 1.411 1.881
H -0.752534 0.849742 2.054080 0.119 0.358 -0.331
H -0.729595 2.561363 -0.416243 -0.037 0.070 -0.334

***

Record 2
43
Properties=species:S:1:pos:R:3:forces:R:3 method="wB97M-V/def2-TZVPD" total_charge=+1 homo_lumo_gap_ev=6.910 e_lumo_ev=-4.41 mol_weight_g_mol=660.47 de_lowest_ev=0.0000 homo_energy_ev=-11.32
Pt -0.026670 -0.029606 0.051170 -0.377 1.050 -0.516
S 4.170080 -5.978458 1.715338 -0.951 1.101 -0.347
N 2.557112 -5.758808 1.677787 -0.047 -0.564 0.166
C 2.299528 -4.514820 1.331537 1.543 0.048 -0.080
C 1.001636 -3.924611 1.182836 0.053 1.450 -0.354
C -0.177511 -4.617568 1.360218 -1.429 0.595 -0.119
C -1.388528 -3.921484 1.211231 1.222 -1.065 0.262
C -1.374752 -2.584809 0.887752 0.123 0.892 -0.189
N -0.248624 -1.882131 0.678452 0.918 -1.505 0.390
C 0.963963 -2.541832 0.827352 -2.652 -1.691 0.468
C 2.132348 -1.801328 0.625438 2.804 1.535 -0.439
N 1.976207 -0.470462 0.312846 0.652 -1.361 0.372
C 3.063094 0.282080 0.178221 -0.276 0.252 -0.061
C 4.353972 -0.215311 0.251832 0.190 -0.997 0.255
C 4.547446 -1.571983 0.516439 -0.038 0.992 -0.217
C 3.441961 -2.375976 0.739418 -1.490 0.984 -0.207
C 3.506184 -3.752505 1.097631 -0.478 -1.663 0.426
N 4.597566 -4.478559 1.277832 0.345 0.175 0.000
H -0.150283 -5.665553 1.609141 -0.023 -0.134 0.051
H -2.329835 -4.425376 1.349231 -0.127 -0.008 0.014
H -2.305553 -2.043837 0.793467 0.101 0.108 -0.079
H 2.897768 1.337792 0.004670 -0.076 -0.047 -0.046
H 5.193040 0.447040 0.115891 0.047 0.068 -0.028
H 5.530970 -2.010639 0.560946 0.158 0.003 0.058
N 1.340581 3.421637 -1.979765 0.097 0.296 0.031
C 1.008274 2.154588 -1.711423 0.058 -0.275 -0.294
N 1.435665 1.190971 -2.550230 0.041 -0.181 -0.168
O 0.353293 1.898138 -0.679272 -0.282 -0.270 0.546
H 1.850691 3.687646 -2.803119 -0.080 -0.040 -0.020
H 1.022972 4.148151 -1.359730 -0.009 -0.089 0.033
H 1.924800 1.414380 -3.399383 -0.068 0.059 -0.039
H 1.018531 0.271969 -2.486863 0.004 0.164 0.135
F -2.253420 -1.132193 -1.961440 -0.319 -0.094 -0.176
C -2.828415 -0.267465 -1.099242 0.470 0.292 0.450
C -2.005166 0.313941 -0.138587 -0.530 0.180 -0.022
C -2.612837 1.202858 0.745486 0.168 -0.408 -0.470
F -1.830907 1.763438 1.682174 -0.312 0.261 0.169
C -3.965612 1.511497 0.686870 0.054 -0.227 -0.240
F -4.514396 2.374742 1.535414 -0.022 0.014 0.052
C -4.758309 0.897103 -0.284101 0.505 -0.108 -0.028
F -6.053960 1.170075 -0.354657 -0.049 0.020 0.008
C -4.187653 -0.000747 -1.188140 0.109 0.191 0.289
F -4.944832 -0.582692 -2.114380 -0.027 -0.008 -0.036

***

Record 3
10
Properties=species:S:1:pos:R:3:forces:R:3 method="wB97M-V/def2-TZVPD" smiles="FC(F)=NOBr.O=CCl" homo_lumo_gap_ev=9.055 e_lumo_ev=-1.10 mol_weight_g_mol=224.39 de_lowest_ev=0.0000 homo_energy_ev=-10.15
F -1.921840 2.852241 0.375997 0.957 1.090 0.482
C -3.003180 2.300221 -0.005581 -2.766 -1.033 -2.467
F -3.621985 3.016640 -1.000544 0.855 -0.842 1.513
N -3.329259 1.185252 0.444560 1.161 -0.639 1.080
O -4.369654 0.391430 0.048203 -0.185 0.773 -0.602
Br -4.009155 -1.389808 0.446835 0.017 0.653 -0.003
O 0.587162 2.236130 -1.433359 0.901 -1.167 1.624
C 1.224893 1.719569 -0.544553 -1.745 1.217 -2.148
Cl 0.685140 0.363145 0.391863 -0.096 -0.139 0.058
H 2.186000 2.083220 -0.257014 0.902 0.086 0.462

***

Record 4
52
Properties=species:S:1:pos:R:3:forces:R:3 method="wB97M-V/def2-TZVPD" total_charge=+1 homo_lumo_gap_ev="7.813 / 6.317" e_lumo_ev="-3.32 / -5.28" multiplicity=2 mol_weight_g_mol=605.05 homo_energy_ev="-11.13 / -11.60"
Ag -0.171681 -0.084922 -0.255741 0.061 -0.061 0.328
I 1.228208 1.926409 5.361213 0.028 0.029 0.023
C -0.114120 0.956122 4.115950 0.010 0.008 0.007
C -1.384725 0.610022 4.550897 -0.038 -0.019 -0.024
C -2.235571 -0.040337 3.670655 -0.010 0.015 0.036
C -1.793787 -0.315579 2.391512 0.047 -0.005 0.031
N -0.568889 0.022542 1.970973 0.061 -0.070 -0.104
C 0.257011 0.646012 2.817935 -0.065 -0.006 -0.062
H -1.705071 0.844183 5.557205 0.004 -0.007 -0.005
H -3.233318 -0.328026 3.971244 0.012 -0.003 -0.003
H -2.431014 -0.821233 1.678522 -0.008 0.010 -0.009
H 1.238242 0.909724 2.445675 0.008 -0.019 -0.002
C 1.749273 2.163437 -3.032960 0.136 0.054 -0.013
Si 0.084316 1.506783 -3.534986 0.001 -0.175 0.231
C -0.752528 2.618569 -4.771393 -0.036 0.089 -0.134
C 0.203599 -0.242777 -4.155500 0.027 -0.100 -0.083
Ge -1.413650 1.593673 -1.637418 -0.336 0.444 -0.411
Si -3.636693 0.818832 -2.107275 0.070 -0.112 0.054
C -4.604410 0.575145 -0.528491 -0.005 -0.015 0.109
C -3.528943 -0.798890 -3.029368 0.010 -0.079 -0.075
C -4.468476 2.130844 -3.140039 -0.020 0.103 -0.019
Si -1.348392 3.655673 -0.413836 0.050 -0.166 0.143
C 0.400160 3.985788 0.149286 0.108 0.018 0.026
C -1.959941 5.023721 -1.521428 -0.036 0.050 -0.099
C -2.445353 3.470346 1.087718 -0.061 -0.015 0.068
H 2.450689 2.099918 -3.869580 -0.010 0.007 0.022
H 2.167480 1.592893 -2.201032 0.032 0.020 -0.010
H 1.686600 3.209672 -2.730338 0.025 -0.003 0.009
H -0.143322 2.672259 -5.679154 -0.020 0.012 0.013
H -0.875042 3.633131 -4.388714 -0.012 -0.001 -0.022
H -1.734708 2.235288 -5.051314 -0.002 0.011 -0.022
H 0.871851 -0.304468 -5.018825 -0.017 0.005 0.018
H -0.773580 -0.619397 -4.461057 0.015 -0.034 0.010
H 0.595369 -0.907864 -3.382566 0.013 -0.025 -0.032
H -4.249152 -0.289593 0.036468 0.000 0.003 -0.008
H -5.653742 0.395511 -0.777910 0.011 -0.009 0.023
H -4.559221 1.448670 0.122759 -0.026 -0.008 0.006
H -2.893928 -1.514603 -2.501962 -0.026 -0.015 -0.018
H -3.117536 -0.660772 -4.031155 -0.006 -0.014 0.004
H -4.520626 -1.246212 -3.137260 0.017 0.012 -0.005
H -4.528519 3.078672 -2.601187 -0.029 -0.004 -0.023
H -5.489436 1.810568 -3.366088 0.012 0.019 -0.012
H -3.956189 2.311521 -4.085740 -0.003 0.000 0.001
H 1.074625 4.164219 -0.689309 0.007 -0.006 0.016
H 0.795434 3.143908 0.724342 0.007 0.024 0.008
H 0.427030 4.869394 0.792788 0.010 -0.015 -0.007
H -1.312326 5.160307 -2.389730 -0.010 0.013 0.010
H -1.974359 5.964709 -0.964764 -0.004 -0.007 -0.017
H -2.972060 4.830815 -1.881494 0.012 0.028 0.000
H -2.145711 2.607873 1.690147 -0.016 0.025 0.006
H -3.491680 3.338741 0.806815 0.002 0.012 0.022
H -2.379398 4.360318 1.719501 0.000 -0.015 -0.011

***

Record 5
34
Properties=species:S:1:pos:R:3:forces:R:3 method="wB97M-V/def2-TZVPD" total_charge=-1 homo_lumo_gap_ev=6.645 e_lumo_ev=2.29 mol_weight_g_mol=265.97 homo_energy_ev=-4.36
C 2.220263 -0.624957 0.029801 -0.143 -0.301 0.032
C 0.951039 0.175027 -0.095391 0.011 -0.259 0.005
O -0.159155 -0.686316 -0.316522 -0.063 0.343 -0.304
C -0.844424 -0.527009 -1.565531 0.000 -0.526 0.330
C -0.431804 -1.574581 -2.616818 -0.141 0.218 -0.045
O -0.102433 -1.078535 -3.877658 0.069 -0.005 0.053
C 1.035959 -0.181698 -3.906751 -0.159 0.050 -0.504
Ga 2.314076 -0.417258 -5.507028 0.251 0.111 0.118
H 3.058595 0.000518 0.309712 0.206 0.160 0.120
H 2.442380 -1.101908 -0.913330 0.158 -0.124 -0.330
H 2.082982 -1.412727 0.763130 0.082 -0.094 0.260
H 0.760215 0.723287 0.824193 -0.056 0.213 0.206
H 1.079524 0.882595 -0.907119 -0.242 0.245 -0.229
H -0.753514 0.481588 -1.948623 0.261 0.259 -0.161
H -1.892994 -0.681527 -1.330947 -0.278 0.029 0.106
H 0.362402 -2.189108 -2.187590 0.351 0.006 0.087
H -1.280170 -2.236468 -2.768452 -0.154 -0.212 -0.136
H 0.652051 0.838554 -3.935135 -0.130 0.271 0.053
H 1.610186 -0.254990 -2.989286 0.173 -0.259 0.397
H 3.755830 -0.854350 -4.886180 -0.049 -0.094 -0.022
H 1.784747 -1.479701 -6.581945 -0.057 -0.018 0.001
H 2.532133 1.058106 -6.152383 -0.095 -0.027 -0.035
C -1.577872 2.398112 6.002112 0.016 0.094 0.114
O -0.956629 1.435002 5.153635 0.001 -0.018 -0.020
C -1.766982 0.923590 4.217747 0.021 -0.069 -0.072
O -2.927664 1.211718 4.068197 0.090 -0.004 0.042
O -1.070436 0.052280 3.498337 -0.014 0.069 0.094
C -1.805521 -0.577998 2.439152 -0.065 -0.209 -0.142
H -0.815439 2.725058 6.703802 0.069 -0.068 -0.051
H -1.929483 3.251067 5.424464 -0.078 -0.036 -0.019
H -2.407767 1.952933 6.548306 -0.059 0.016 -0.063
H -2.155746 0.161693 1.723829 -0.042 0.034 0.036
H -2.645233 -1.141639 2.843332 -0.050 0.110 0.043
H -1.119116 -1.250360 1.936940 0.118 0.095 0.036